Molecular formula: C16H34NO2P2PdSi
Method: DFT, ωB97M-V/def2-TZVPD

Values from the calculation:
ΔE to the lowest compared entry with this formula, charge and spin (kJ/mol): 29.7
Spin multiplicity: 5
Charge: +1
Orbital gap (alpha / beta) (eV): 5.09 / 7.27

Structure (XYZ):
```
57
Properties=species:S:1:pos:R:3:lowdin_charge:R:1
Pd -0.07278 -1.09446 0.58198 0.527
P -2.22029 -0.43928 0.33520 0.775
P 2.06802 -0.62352 0.03383 0.782
Si -0.06540 -0.34656 4.42746 0.418
O 2.75254 4.33784 -3.07198 0.116
O -1.22810 3.76265 -1.87869 -0.202
N -0.22507 -1.10513 -1.70034 0.005
C -1.56092 -1.12967 -3.65925 -0.012
C 0.82875 -1.27522 -3.81773 -0.012
C -3.43348 -1.28447 1.36761 -0.231
C 2.23195 -1.17887 -1.70701 -0.246
C 2.52140 1.12691 0.05016 -0.268
C -0.05781 -1.40702 2.89356 -0.290
C 3.32054 -1.54299 0.94798 -0.229
C -0.00083 -2.46404 2.19413 -0.213
C 1.47765 -0.72541 5.41784 -0.180
C -0.08772 1.47191 3.98008 -0.188
C -2.51098 1.33733 0.47806 -0.242
C -0.41602 -1.25825 -4.44089 -0.032
C -2.65771 -0.86550 -1.39497 -0.255
C 0.89683 -1.17704 -2.42422 -0.300
C -1.43275 -1.03168 -2.27069 -0.311
C -1.59115 -0.77856 5.42498 -0.180
H 0.86309 1.77892 3.52346 0.024
H 2.27316 0.00208 5.20874 0.031
H 3.54033 1.26000 -0.34105 0.044
H -2.36346 1.62780 1.52764 0.037
H 1.85112 -1.72709 5.16784 0.031
H -3.31307 -0.07695 -1.79186 0.101
H 2.41405 3.65993 -2.44394 0.032
H -0.49505 -1.34405 -5.52318 0.120
H -3.01999 -1.39874 2.37703 0.034
H 1.25269 -0.69611 6.49243 0.035
H -2.56209 -1.10105 -4.08277 0.122
H 1.79265 1.70709 -0.53385 0.015
H -0.23069 2.06403 4.89663 0.043
H 2.92372 -1.75237 1.94783 0.035
H -2.00875 -1.73244 5.07700 0.028
H 2.48393 1.46966 1.09408 0.045
H 2.65658 -2.19395 -1.68109 0.108
H -3.62360 -2.27759 0.94081 0.057
H -4.36285 -0.70124 1.40417 0.060
H 3.51562 -2.48996 0.42889 0.055
H -1.20843 3.45575 -2.80349 0.003
H -1.81428 1.89596 -0.16296 0.029
H -2.36570 -0.00563 5.33412 0.032
H -2.32845 3.80932 -1.70874 0.143
H 2.89691 -0.57585 -2.15797 0.041
H -0.89956 1.71573 3.28231 0.005
H 4.23996 -0.94888 1.02180 0.059
H -1.32709 -0.88271 6.48612 0.034
H 3.52672 3.98998 -3.40894 0.006
H 2.11748 4.32024 -3.81853 0.046
H -3.54634 1.54998 0.17548 0.057
H -3.23622 -1.80205 -1.35628 0.102
H 0.06076 -3.54233 2.09878 0.027
H 1.76018 -1.36664 -4.37269 0.123
```



Molecular formula: C16H34NbO3
Method: DFT, ωB97M-V/def2-TZVPD

Values from the calculation:
Charge: -1
Orbital gap (eV): 7.18

Structure (XYZ):
```
54
Properties=species:S:1:pos:R:3:lowdin_charge:R:1
Nb 1.37048 0.82863 0.32118 1.480
O 1.19064 0.68205 4.66036 0.054
O 3.89462 0.46063 -2.06057 -0.104
O 2.68914 -0.12683 3.22366 -0.108
C -2.55815 0.62953 1.78045 -0.097
C 2.22280 2.04541 2.05886 -0.327
C -2.92321 0.98425 0.31297 -0.368
C -0.96860 -3.28971 -1.99493 -0.065
C -1.34531 -3.03428 -0.55682 -0.356
C -0.55433 2.10802 0.18932 -0.353
C -1.11420 -4.10592 0.47269 -0.059
C 3.15092 1.21904 2.96888 -0.311
C -1.72841 1.39247 -0.56677 -0.277
C -3.07079 -1.29453 -0.98956 -0.198
C 2.27063 2.12703 -1.34152 -0.314
C 2.94116 1.40593 -2.51860 -0.573
C 1.78202 -0.21849 4.16364 -0.444
C -1.84383 -1.81922 -0.25079 -0.104
C -3.80301 -0.13144 -0.29907 -0.185
C 1.90943 0.70255 -3.42203 -0.096
H -0.85518 2.52578 1.15316 0.017
H -1.30551 0.57949 -1.15507 0.047
H -2.11346 2.11876 -1.29129 0.093
H -1.29227 -1.25416 0.49446 0.052
H -0.26101 2.96153 -0.42915 0.006
H -2.60846 1.55822 2.35407 0.066
H -3.31047 -0.01246 2.23076 0.065
H -1.68337 -2.83587 -2.67705 0.065
H 1.51275 2.76134 -1.80792 0.025
H 1.00467 1.29208 -3.55027 0.069
H 3.39597 2.18118 -3.15797 0.112
H 0.78199 -0.41793 -0.89096 -0.095
H -2.79463 -1.02323 -2.01497 0.097
H 1.57210 -1.24089 4.50215 0.137
H 1.42846 2.44130 2.68619 0.028
H 2.89178 -0.20260 0.46959 -0.102
H 2.84978 2.82414 1.61663 0.030
H -0.84041 -4.35135 -2.22713 0.062
H -4.46397 -0.55513 0.45722 0.095
H -2.05894 -4.37157 0.93232 0.068
H -0.47458 -3.70467 1.26918 0.083
H -0.01577 -2.80140 -2.20354 0.071
H -3.56503 1.86437 0.38741 0.117
H 3.32608 1.70781 3.93084 0.103
H -3.75467 -2.13424 -1.08180 0.103
H 2.37436 0.60905 -4.41028 0.064
H -0.63057 -4.95818 0.00024 0.061
H 4.08557 -0.10526 -2.82011 0.077
H 2.96211 2.81603 -0.84207 0.033
H 0.51050 -0.22888 1.56895 -0.089
H -1.55161 0.24953 1.90923 0.011
H 4.12575 1.10731 2.50784 0.095
H 1.70692 -0.28200 -3.01091 0.040
H -4.46087 0.31680 -1.05112 0.100
```



Molecular formula: C16H34OP2V
Method: DFT, ωB97M-V/def2-TZVPD

Values from the calculation:
ΔE to the lowest compared entry with this formula, charge and spin (kJ/mol): 0.0
Spin multiplicity: 4
Orbital gap (alpha / beta) (eV): 7.11 / 7.59

Structure (XYZ):
```
54
Properties=species:S:1:pos:R:3:lowdin_charge:R:1
V -2.45710 -0.88402 0.85640 0.535
P -0.51059 1.91042 -1.00443 0.903
P -0.94355 -2.00676 -0.58047 0.876
O -3.24460 0.21393 2.18727 -0.428
C 1.28731 0.58676 1.44527 -0.184
C 4.32407 0.18367 -0.64060 -0.183
C 3.23701 -0.72222 -1.05223 -0.140
C -2.55403 -2.06186 2.92720 -0.193
C 1.76227 1.83844 0.75945 -0.209
C -0.33552 0.35687 -1.87195 -0.430
C 3.04660 2.06482 0.50484 -0.106
C 0.56467 3.10538 -2.09504 -0.254
C -3.15292 0.51873 3.54210 -0.271
C -1.53425 -0.42996 -1.27166 -0.531
C -0.56062 -2.47633 -2.39554 -0.248
C 2.42425 -1.35866 -0.21026 -0.130
C -2.61418 -2.84125 -0.30821 -0.300
C 4.04147 0.94819 0.70893 -0.178
C 1.87464 -0.86321 1.13057 -0.214
C -2.06519 2.53724 -1.77725 -0.279
H 2.06020 -2.38702 -0.45230 0.100
H 2.55148 -1.06459 1.98926 0.102
H -0.32252 0.52159 -2.96086 0.105
H -3.58234 -0.25003 4.19536 0.057
H 1.05170 -1.56204 1.37003 0.059
H -2.73013 1.68130 -1.99587 0.036
H -1.44431 -2.34284 -3.02894 0.043
H 1.50180 0.75680 2.52510 0.122
H -2.48321 3.20309 -0.99849 0.044
H 4.50532 0.90119 -1.44131 0.101
H -2.09013 0.19438 -0.50063 0.009
H 0.00209 3.35109 -3.01497 0.015
H -3.48154 -2.18896 3.52747 -0.014
H -1.84060 -1.64539 3.69097 -0.012
H 4.99634 1.25750 1.18477 0.117
H 3.00322 -0.91851 -2.09266 0.100
H 3.66934 0.15627 1.38001 0.075
H 5.25915 -0.37709 -0.52996 0.114
H 0.17465 0.58047 1.57170 0.079
H 1.10637 2.70599 0.66725 0.053
H -2.10051 0.60183 3.84916 0.069
H -3.64922 1.47496 3.71204 0.072
H -2.81810 -3.36325 -1.24814 0.058
H -1.82174 3.10343 -2.70033 0.030
H -2.21628 -0.61237 -2.10263 0.090
H -0.23055 -3.50663 -2.53661 0.039
H -2.24035 -3.12040 2.78619 -0.041
H 3.47863 3.05894 0.31599 0.111
H 0.68937 4.05218 -1.52757 0.038
H -2.52057 -3.58151 0.48986 0.039
H -3.47755 -2.13731 -0.13053 0.045
H 0.20819 -1.81379 -2.82213 0.033
H 0.64816 -0.05782 -1.62212 0.045
H 1.55392 2.70834 -2.40345 0.035
```



Molecular formula: C16H35AgCl6O10P2
Method: DFT, ωB97M-V/def2-TZVPD

Values from the calculation:
Spin multiplicity: 3
Orbital gap (alpha / beta) (eV): 5.02 / 7.28

Structure (XYZ):
```
70
Properties=species:S:1:pos:R:3:lowdin_charge:R:1
Ag -2.93510 -19.55357 -13.55110 0.792
Cl -0.52275 -22.22259 -18.13596 0.491
Cl -1.69301 -23.63216 -15.91680 0.557
Cl -4.87691 -20.56651 -22.61788 0.537
Cl -4.51413 -18.71670 -20.55010 0.515
Cl -2.52940 -20.96424 -20.88812 0.485
Cl -2.28421 -24.50451 -18.66793 0.488
P 0.78998 -19.32946 -13.48604 0.549
P -2.97598 -15.89009 -12.80270 0.535
O -3.05608 -17.36774 -12.83059 -0.364
O -1.49118 -15.21804 -12.78899 -0.177
O -2.55834 -18.59304 -15.68842 -0.036
O 1.31439 -18.80626 -14.94369 -0.208
O 1.64549 -18.41657 -12.43879 -0.177
O -3.85552 -15.11945 -13.92251 -0.182
O 1.56834 -20.74041 -13.38052 -0.166
O -0.70931 -19.35894 -13.34626 -0.378
O -3.41285 -20.61637 -15.46061 -0.136
O -3.65129 -15.19211 -11.47501 -0.212
C -0.48017 -15.68740 -13.66447 -0.244
C 2.00086 -20.00641 -16.79017 -0.065
C -3.83901 -19.39247 -17.49158 -0.039
C -3.61383 -19.75597 -21.72196 -1.446
C -1.99875 -23.09489 -17.55251 -1.465
C 0.36637 -18.03289 -10.41741 -0.075
C 0.83803 -21.89748 -13.65408 -0.320
C 1.60221 -18.56366 -11.02118 -0.282
C 0.74210 -19.33143 -16.14010 -0.240
C -4.53803 -15.85904 -14.90007 -0.285
C -5.05113 -15.37955 -11.17768 -0.219
C -0.76248 -15.34761 -15.16198 -0.031
C 1.34095 -23.06260 -12.78440 -0.051
C -5.62128 -13.91510 -11.30555 -0.056
C -3.17448 -19.54328 -16.13012 -0.745
C -6.07770 -15.72575 -14.77579 -0.055
H -4.96042 -13.07366 -11.09735 0.078
H -0.35492 -16.73865 -13.40508 0.073
H 1.02288 -22.11031 -14.70699 0.099
H -0.16865 -19.87219 -15.88277 0.085
H -4.30419 -15.56368 -15.92290 0.116
H -6.44014 -16.23850 -13.88482 0.062
H 0.30469 -18.28080 -9.35777 0.090
H -5.63311 -16.09270 -11.76147 0.101
H -5.98472 -13.70479 -12.31142 0.053
H 2.40625 -17.99709 -10.55147 0.121
H -6.44806 -16.29736 -15.62678 0.075
H 0.19355 -16.98189 -10.64899 0.089
H -3.01492 -19.01714 -22.25445 0.020
H -6.47307 -14.71074 -14.73651 0.075
H 0.47842 -15.23500 -13.41041 0.120
H 1.81314 -20.60168 -17.68376 0.037
H -3.90419 -18.33514 -17.74828 0.066
H 2.41199 -22.88784 -12.68225 0.079
H -2.82789 -22.38736 -17.55789 0.000
H -0.25092 -21.87115 -13.61436 0.097
H -4.73989 -19.98940 -17.34944 0.093
H 1.15466 -24.00101 -13.30668 0.072
H 1.84748 -19.61129 -10.84679 0.120
H 2.76190 -19.24256 -16.94968 0.078
H 0.39743 -18.50289 -16.75883 0.112
H 0.83973 -23.21103 -11.82792 0.075
H -5.02416 -15.81707 -10.17971 0.115
H -1.74970 -14.90669 -15.30011 0.066
H -0.45008 -18.62916 -10.82480 0.067
H -3.25115 -19.98138 -18.19564 0.027
H -4.22272 -16.89479 -14.77397 0.078
H 2.54521 -20.74446 -16.20105 0.068
H -6.54599 -13.83535 -10.73401 0.066
H -0.06478 -14.63091 -15.59519 0.070
H -0.55579 -16.25329 -15.73218 0.063
```



Let's list energy in order: -52651.38864 -24828.17170 -63447.60049 -135345.98905 eV.